DFT (the ωB97M-V functional and the def2-TZVPD basis) results for C4H5MgO2 as an isolated structure at a distorted geometry.

**Multiplicity**: 2
**LUMO (alpha / beta)**: 0.14 / -1.26 eV
**<S²>**: 0.751
**Net charge**: 0

Atoms and positions in Å:
H (-0.91328, -2.51735, 1.84638)
O (-0.50631, -1.64677, 1.82704)
C (-0.87773, -0.99432, 0.63016)
C (-0.19926, 0.30616, 0.52449)
C (0.54252, 1.27828, 0.83150)
H (-1.96834, -0.82875, 0.58296)
H (-0.59403, -1.58754, -0.25781)
H (1.00927, 1.97946, 1.51058)
C (0.52597, 1.09214, -1.13399)
O (1.06598, 0.16325, -1.88638)
Mg (2.33574, 1.18107, -3.00509)
H (-0.42054, 1.57438, -1.46983)

Atomic charges from the natural (NBO) analysis, expressed in e, are listed below: H 0.466; O -0.710; C -0.126; C -0.041; C -0.183; H 0.186; H 0.192; H 0.231; C -0.092; O -1.019; Mg 0.950; H 0.146



DFT (the ωB97M-V functional and the def2-TZVPD basis) results for C48H39N5O4PdSe as an isolated structure.

**Multiplicity**: 1
**LUMO**: 3.84 eV
**Net charge**: -2

Atoms and positions in Å:
Pd (0.14956, -0.79789, 0.84601)
C (0.29339, 0.52949, 4.83779)
C (0.33267, 0.31382, 3.45407)
N (-0.11808, -0.79414, 2.89346)
C (-0.65262, -1.77079, 3.65144)
C (-0.72986, -1.62799, 5.05088)
C (-0.23137, -0.44862, 5.63354)
C (-1.32754, -2.64668, 5.86042)
C (-1.86034, -3.75570, 5.30394)
C (-1.81841, -3.93502, 3.88420)
C (-2.39519, -5.06602, 3.27985)
C (-2.34544, -5.20922, 1.91800)
C (-1.68757, -4.21384, 1.18080)
N (-1.12982, -3.15626, 1.72006)
C (-1.20093, -2.98018, 3.04923)
H (0.70074, 1.44985, 5.23036)
H (0.76044, 1.05047, 2.79120)
H (-0.27650, -0.33408, 6.71080)
H (-1.34830, -2.49025, 6.93288)
H (-2.32634, -4.52652, 5.90633)
H (-2.87747, -5.80864, 3.90609)
H (-2.78673, -6.05988, 1.41622)
H (-1.60417, -4.29751, 0.10153)
C (1.32923, 4.47069, -1.23803)
C (0.32670, 3.69633, -2.08314)
C (-0.16403, 4.47642, -3.29016)
O (-0.81188, 3.33068, -1.32168)
C (-0.48034, 2.07279, -0.71294)
C (0.21445, 1.39190, -1.90069)
O (0.92431, 2.48424, -2.50512)
C (1.09450, 0.11630, -1.77364)
O (0.28662, -0.82185, -1.12047)
C (2.46933, 0.20043, -1.07646)
C (2.52250, 0.82395, 0.18371)
C (3.50698, 0.55932, 1.19244)
C (4.52498, -0.43402, 0.65545)
C (4.66177, -0.93564, -0.80190)
C (3.50193, -0.50948, -1.63604)
C (1.25222, -0.36750, -3.22564)
C (0.60478, -1.52241, -3.64422)
C (0.70965, -1.96629, -4.95655)
C (1.46547, -1.25871, -5.87726)
C (2.11636, -0.10053, -5.46860)
C (2.00958, 0.34157, -4.15962)
C (-1.73604, 1.40041, -0.08932)
O (-1.34848, 0.53729, 0.92276)
C (-2.57184, 2.45309, 0.66297)
C (-1.93818, 3.44389, 1.41420)
C (-2.66489, 4.31589, 2.20511)
C (-4.04969, 4.21491, 2.27484)
C (-4.68928, 3.22624, 1.54836)
C (-3.95481, 2.35513, 0.75150)
C (-2.58371, 0.72415, -1.16575)
C (-2.76829, -0.65139, -1.13920)
C (-3.52142, -1.28128, -2.11986)
C (-4.10048, -0.54616, -3.14375)
C (-3.92500, 0.83104, -3.17385)
C (-3.17670, 1.45927, -2.19061)
H (0.86008, 5.36472, -0.82253)
H (2.18303, 4.76833, -1.84755)
H (1.71121, 3.84507, -0.43074)
H (-0.68277, 5.38271, -2.97463)
H (-0.84802, 3.84969, -3.86161)
H (0.68000, 4.75285, -3.92224)
H (0.19772, 2.25486, 0.11676)
H (-0.59288, 1.08814, -2.57892)
H (1.72055, 1.46274, 0.50829)
H (3.58562, -0.42562, 3.05900)
H (6.18445, -1.48439, 1.21077)
H (5.64943, -0.75772, -1.25373)
H (3.40463, -1.00078, -2.59295)
H (0.02039, -2.06288, -2.91260)
H (0.19499, -2.87244, -5.25910)
H (1.55126, -1.60368, -6.90247)
H (2.71890, 0.46218, -6.17384)
H (2.53113, 1.23152, -3.84084)
H (-0.86064, 3.53123, 1.38893)
H (-2.14411, 5.07710, 2.77422)
H (-4.61919, 4.89840, 2.89448)
H (-5.76768, 3.12353, 1.59929)
H (-4.46836, 1.58258, 0.19454)
H (-2.29459, -1.21684, -0.34569)
H (-3.64352, -2.35815, -2.09007)
H (-4.67753, -1.04137, -3.91650)
H (-4.36721, 1.42016, -3.96966)
H (-3.03639, 2.53295, -2.21803)
Se (4.16272, 2.08664, 2.22553)
N (5.33013, -1.12516, 1.62646)
C (4.20624, -1.88548, 1.10767)
C (4.41655, -2.41227, -0.29194)
C (3.13828, -3.06673, -0.74292)
C (2.00568, -2.94896, -0.04022)
N (1.80884, -2.10346, 1.06916)
C (2.88485, -1.65135, 1.68401)
N (2.81538, -0.47522, 2.39285)
H (5.26879, -3.10262, -0.37903)
H (3.12290, -3.66153, -1.64837)
H (1.09269, -3.41382, -0.39165)

Atomic charges from the Löwdin analysis, expressed in e, are listed below: Pd 1.042; C -0.018; C -0.091; N 0.011; C -0.109; C -0.151; C -0.021; C -0.040; C -0.048; C -0.158; C -0.036; C -0.064; C -0.130; N 0.125; C -0.130; H 0.111; H 0.100; H 0.108; H 0.106; H 0.102; H 0.106; H 0.094; H 0.109; C 0.022; C -0.592; C 0.007; O -0.027; C -0.166; C -0.133; O -0.012; C -0.386; O -0.286; C -0.157; C -0.155; C -0.769; C -0.291; C -0.152; C -0.057; C -0.148; C -0.018; C -0.107; C -0.134; C -0.102; C -0.040; C -0.423; O -0.264; C -0.110; C -0.012; C -0.093; C -0.127; C -0.105; C -0.024; C -0.160; C -0.021; C -0.089; C -0.120; C -0.098; C -0.043; H 0.085; H 0.087; H 0.084; H 0.081; H 0.085; H 0.081; H 0.116; H 0.155; H 0.051; H 0.045; H 0.103; H 0.122; H 0.094; H 0.106; H 0.085; H 0.080; H 0.087; H 0.115; H 0.120; H 0.093; H 0.084; H 0.088; H 0.112; H 0.089; H 0.090; H 0.084; H 0.089; H 0.119; Se 0.210; N 0.154; C -0.241; C -0.175; C -0.057; C -0.156; N 0.000; C -0.335; N 0.040; H 0.122; H 0.094; H 0.085



DFT (the ωB97M-V functional and the def2-TZVPD basis) results for a 2-piece molecular cluster, C5H12OS2 overall.

**Multiplicity**: 1
**LUMO**: 0.76 eV
**Net charge**: 0

Atoms and positions in Å:
C (1.93453, -1.73152, 1.28903)
C (1.48044, -1.03266, -1.05401)
C (1.28701, 1.96171, -0.55833)
C (-2.50476, 1.27412, 0.37426)
C (1.73576, -0.71071, 0.21240)
O (-1.48131, -1.05926, -0.43258)
S (1.86106, 0.93712, 0.82546)
S (-1.54261, -0.15036, 0.95096)
H (0.98194, -2.19107, 1.54714)
H (2.33832, -1.26326, 2.18242)
H (2.61498, -2.51142, 0.95413)
H (1.44525, -2.06985, -1.34609)
H (-0.57017, -1.06074, -0.77767)
H (1.38177, -0.31302, -1.84728)
H (2.06854, 2.05647, -1.30569)
H (1.05694, 2.93498, -0.13886)
H (0.39340, 1.52380, -0.98863)
H (-3.46056, 0.92859, -0.00668)
H (-1.95871, 1.81574, -0.39226)
H (-2.64938, 1.90284, 1.24591)

Atomic charges from the natural (NBO) analysis, expressed in e, are listed below: C -0.661; C -0.550; C -0.750; C -0.767; C -0.099; O -0.874; S 0.277; S 0.475; H 0.237; H 0.226; H 0.227; H 0.214; H 0.497; H 0.211; H 0.221; H 0.236; H 0.220; H 0.224; H 0.207; H 0.228



DFT (the ωB97M-V functional and the def2-TZVPD basis) results for one molecule with the formula C4H6N2O at a distorted geometry.

**Multiplicity**: 1
**LUMO**: 0.90 eV
**Net charge**: 0

Atoms and positions in Å:
C (1.45512, -0.97134, -1.16221)
C (-0.06086, -0.47550, -0.96658)
C (-1.34154, 0.35027, 0.72600)
C (0.90275, -0.30281, 0.07564)
H (1.49669, -1.88874, -1.08906)
H (2.01027, -0.17892, -1.85677)
H (0.04665, 0.26132, -1.88980)
H (-2.29505, -0.54421, -0.71125)
H (-2.32421, 0.17007, 1.45668)
H (1.05153, -1.08265, 0.77758)
N (-1.38677, -0.59018, -0.38503)
N (-0.41417, 1.03990, 1.14528)
O (0.86099, 1.06391, 0.74423)

Atomic charges from the natural (NBO) analysis, expressed in e, are listed below: C -0.305; C -0.122; C 0.188; C -0.013; H 0.183; H 0.235; H 0.192; H 0.396; H 0.196; H 0.205; N -0.651; N -0.187; O -0.318



DFT (the ωB97M-V functional and the def2-TZVPD basis) results for C37H35AsClN7O6Ta as an isolated structure at a distorted geometry.

**Multiplicity**: 1
**LUMO**: -9.73 eV
**Net charge**: +3

Atoms and positions in Å:
Ta (-0.96735, 0.52670, -0.53862)
N (-0.73092, 1.91655, 2.81517)
C (-1.56197, 2.65180, 2.06003)
N (-1.98367, 3.77459, 2.59865)
C (-2.81634, 4.52182, 1.87371)
N (-3.27094, 5.65009, 2.37316)
N (-3.25438, 4.15813, 0.63525)
C (-2.76664, 3.05678, 0.17631)
N (-1.87639, 2.22289, 0.78103)
C (-3.25944, 2.61803, -1.13789)
C (-4.16360, 3.38887, -1.83671)
C (-4.66001, 2.92613, -3.04171)
C (-4.23025, 1.69493, -3.50194)
C (-3.30981, 0.99031, -2.76271)
N (-2.80660, 1.42967, -1.58760)
H (-0.60689, 2.26930, 3.75455)
H (-0.77371, 0.91532, 2.74485)
H (-2.97576, 5.95010, 3.28947)
H (-3.91245, 6.21943, 1.84459)
H (-4.46847, 4.33428, -1.41396)
H (-5.37563, 3.51109, -3.60517)
H (-4.59788, 1.27829, -4.42948)
H (-2.96775, 0.05119, -3.12500)
N (-1.66946, -1.35544, -2.21358)
C (-0.65831, -2.44468, -2.18908)
C (0.37089, -2.07023, -1.17422)
O (1.01244, -2.80458, -0.51004)
O (0.37799, -0.69062, -1.05348)
H (-2.59496, -1.77542, -2.19442)
H (-1.55193, -0.85546, -3.08757)
H (-0.16835, -2.56845, -3.15568)
H (-1.09028, -3.40004, -1.90210)
O (-1.12474, -0.44873, 1.06248)
As (0.05258, -1.44462, 2.07708)
C (-0.18747, -0.92587, 3.87269)
C (0.88353, -0.41418, 4.60708)
C (0.68340, -0.09425, 5.94287)
C (-0.56808, -0.26765, 6.52208)
C (-1.63180, -0.78007, 5.78239)
C (-1.44532, -1.11915, 4.45560)
C (1.80667, -0.88130, 1.64523)
C (2.82790, -1.82285, 1.63906)
C (4.12555, -1.38607, 1.41362)
C (4.37831, -0.04209, 1.16544)
C (3.34435, 0.88835, 1.18135)
C (2.04639, 0.47460, 1.44346)
C (-0.60894, -3.20797, 2.00733)
C (-1.63960, -3.55719, 1.14030)
C (-2.16734, -4.83527, 1.21581)
C (-1.65534, -5.74311, 2.13710)
C (-0.63220, -5.37646, 3.00048)
C (-0.10625, -4.09386, 2.95331)
H (1.85719, -0.27665, 4.15934)
H (1.50773, 0.28582, 6.53191)
H (-0.71626, -0.00895, 7.56279)
H (-2.59730, -0.92697, 6.24843)
H (-2.26324, -1.54062, 3.88285)
H (2.62296, -2.87605, 1.78327)
H (4.93930, -2.09942, 1.42215)
H (5.39013, 0.28342, 0.96050)
H (3.55007, 1.93786, 1.01465)
H (1.26332, 1.21869, 1.53507)
H (-2.04268, -2.84121, 0.43622)
H (-2.97957, -5.12792, 0.56388)
H (-2.07228, -6.73994, 2.19319)
H (-0.25015, -6.08434, 3.72350)
H (0.67182, -3.79754, 3.64630)
C (3.07071, 1.01731, -6.43365)
C (3.27034, 0.36496, -5.09126)
C (4.10801, -0.72954, -4.92970)
C (4.32332, -1.29608, -3.67900)
Cl (5.36591, -2.67077, -3.52043)
C (3.73027, -0.75980, -2.55958)
C (2.90106, 0.35103, -2.69910)
C (2.65591, 0.87879, -3.95302)
O (1.78078, 1.93999, -4.17400)
C (1.39660, 2.69209, -3.07227)
C (0.38896, 1.93565, -2.25215)
O (-0.42284, 1.12227, -2.71903)
O (0.30665, 2.10741, -0.93472)
H (3.61466, 0.48160, -7.20798)
H (3.42781, 2.04772, -6.41289)
H (2.01582, 1.05240, -6.70810)
H (4.61294, -1.14359, -5.79369)
H (3.91199, -1.19558, -1.58625)
H (2.48017, 0.79078, -1.80248)
H (0.88598, 3.58070, -3.45536)
H (2.22105, 3.01285, -2.43003)

Atomic charges from the Löwdin analysis, expressed in e, are listed below: Ta 2.033; N 0.193; C -0.387; N 0.206; C -0.382; N 0.244; N 0.214; C -0.282; N 0.038; C -0.178; C 0.050; C 0.036; C 0.018; C -0.090; N -0.011; H 0.137; H 0.024; H 0.143; H 0.141; H 0.133; H 0.143; H 0.139; H 0.081; N 0.012; C -0.070; C -0.506; O 0.175; O -0.263; H 0.121; H 0.079; H 0.162; H 0.144; O -0.546; As 1.414; C -0.365; C -0.071; C -0.033; C -0.019; C -0.034; C -0.080; C -0.357; C -0.069; C -0.028; C -0.027; C -0.039; C -0.119; C -0.333; C -0.099; C -0.038; C -0.019; C -0.024; C -0.068; H 0.110; H 0.126; H 0.128; H 0.125; H 0.119; H 0.119; H 0.131; H 0.130; H 0.126; H 0.077; H 0.087; H 0.122; H 0.129; H 0.129; H 0.121; C -0.009; C -0.179; C -0.034; C -0.657; Cl 0.710; C -0.102; C -0.022; C -0.205; O -0.011; C -0.085; C -0.496; O -0.021; O -0.126; H 0.090; H 0.098; H 0.089; H 0.126; H 0.094; H 0.089; H 0.169; H 0.160



DFT (the ωB97M-V functional and the def2-TZVPD basis) results for C3H8O as an isolated structure at a distorted geometry.

**Multiplicity**: 1
**LUMO**: 0.98 eV
**Net charge**: 0

Atoms and positions in Å:
C (0.76866, 0.98989, 0.28321)
C (0.67324, -0.58337, -0.26569)
C (-1.00839, 0.06565, -0.14206)
O (0.59417, -1.75817, 0.49093)
H (1.32844, 1.43167, -0.52155)
H (-0.03120, 1.78020, 0.50085)
H (1.29046, 0.90014, 1.21330)
H (0.65311, -0.81753, -1.33703)
H (-1.41074, 0.93993, -0.69497)
H (-1.39777, -0.83350, -0.54849)
H (-1.31978, 0.17813, 0.90956)
H (-0.15174, -2.28267, 0.12663)

Atomic charges from the natural (NBO) analysis, expressed in e, are listed below: C -0.578; C 0.080; C -0.630; O -0.707; H 0.216; H 0.190; H 0.215; H 0.166; H 0.212; H 0.164; H 0.209; H 0.462



The records above give, respectively, E values of -505.7584, -4956.4573, -1069.2710, -340.4860, -5017.9977, -194.1733 Eh.